1.
One molecule with the formula C5H5P5 at a distorted geometry, computed with wB97M-V/def2-TZVPD.

Energy above the lowest of the compared OMol25 structures with the same formula, charge and spin = 148.8 kJ/mol
Frontier orbital gap (alpha / beta) = 6.97 / 6.96 eV
Total charge = 0
SMILES string = C1=CC/C=C\P=P#P=P#P=1

Last column: Mulliken charge in e.
Cartesian coordinates (Å):
P: -2.74 -1.59 0.51  -0.074
P: -2.00 1.78 1.03  -0.234
P: -2.58 1.41 -1.07  0.007
P: -0.75 -1.68 0.99  -0.016
P: -2.82 -0.59 -1.41  0.002
C: 0.15 -1.39 -0.56  -0.612
C: 1.28 -0.68 -0.60  -0.138
C: -0.42 1.41 0.78  -0.211
C: 0.86 1.40 0.54  0.188
C: 1.71 0.15 0.56  -0.904
H: -0.21 -1.93 -1.43  0.572
H: 1.85 -0.58 -1.52  0.348
H: 1.52 -0.40 1.49  0.388
H: 2.77 0.40 0.51  0.345
H: 1.35 2.30 0.20  0.339

---

2.
An isolated ion of composition C3H4NO and charge +1 at a distorted geometry, computed with wB97M-V/def2-TZVPD.

Energy above the lowest of the compared OMol25 structures with the same formula, charge and spin = 421.5 kJ/mol
Frontier orbital gap = 11.36 eV
Total charge = +1

Last column: Mulliken charge in e.
Cartesian coordinates (Å):
O: 1.19 -0.40 -1.02  -0.142
N: 0.41 -1.29 1.03  -0.212
C: 0.13 0.55 -0.74  -0.260
C: 0.92 -0.97 0.01  0.649
C: -0.50 -0.06 0.76  -0.256
H: -1.65 -0.37 0.66  0.322
H: 0.67 1.58 -0.88  0.339
H: -0.85 0.39 -1.35  0.271
H: -0.31 0.57 1.51  0.289

---

3.
C24H25BrIMoN5O6 as an isolated structure at a distorted geometry, computed with wB97M-V/def2-TZVPD.

Frontier orbital gap (alpha / beta) = 5.49 / 5.51 eV
Total charge = +2

Last column: Mulliken charge in e.
Cartesian coordinates (Å):
I: -7.54 -1.85 2.81  0.212
Mo: 0.84 -0.66 0.31  1.129
Br: 5.87 -2.85 -1.77  -0.103
O: -0.53 -1.30 2.02  -0.837
O: 0.81 -2.43 0.03  -0.528
O: -2.37 0.16 -4.28  -0.550
O: -0.56 0.40 -3.13  -0.612
O: -1.17 -0.35 0.21  -0.664
O: 0.52 -4.67 -0.03  -0.425
N: -1.53 -0.24 -3.52  0.954
N: 3.05 -0.81 0.40  -0.113
N: 1.12 3.13 1.39  0.065
N: 1.00 1.26 0.06  -0.018
N: 1.25 3.35 -0.95  0.053
C: -4.55 -2.01 3.16  -0.588
C: -1.98 -3.99 -1.64  -0.889
C: -5.23 -0.84 1.15  -0.743
C: 3.68 -1.58 -0.49  -0.027
C: 5.81 -1.11 0.49  0.004
C: 3.77 -0.19 1.34  -0.032
C: 1.81 4.38 1.72  -1.228
C: -2.90 -1.12 1.66  0.126
C: 0.62 2.38 2.53  -1.002
C: 0.21 -3.64 -0.49  0.063
C: 5.06 -1.75 -0.48  -0.443
C: -3.91 -0.63 0.82  -0.256
C: -5.55 -1.53 2.32  -0.077
C: -1.69 -1.59 -2.96  0.046
C: 1.58 2.73 -2.23  -1.261
C: -2.88 -2.29 -3.10  -0.703
C: -0.80 -3.25 -1.50  0.670
C: -1.51 -0.92 1.31  1.761
C: -3.22 -1.81 2.83  -0.543
C: 0.76 4.72 -1.04  -1.228
C: 1.12 2.61 0.16  0.769
C: 5.15 -0.32 1.42  -0.924
C: -0.63 -2.07 -2.22  -0.035
C: -3.00 -3.51 -2.45  -0.559
H: 0.30 -1.52 -2.22  0.677
H: 2.43 4.19 2.60  0.421
H: 1.42 1.80 3.00  0.311
H: 2.00 3.51 -2.87  0.388
H: 0.07 4.78 -1.88  0.420
H: 6.88 -1.22 0.53  0.487
H: 0.23 5.00 -0.13  0.433
H: 2.45 4.69 0.90  0.419
H: 2.33 1.96 -2.10  0.340
H: 3.08 -2.09 -1.24  0.518
H: 0.58 0.98 -0.86  0.037
H: -2.09 -4.91 -1.09  0.522
H: -0.19 1.71 2.22  0.251
H: -2.44 -2.17 3.47  0.477
H: 1.09 5.16 1.96  0.380
H: 5.69 0.19 2.21  0.446
H: 3.22 0.41 2.06  0.358
H: 1.59 5.41 -1.21  0.369
H: 0.23 3.09 3.25  0.415
H: -4.80 -2.54 4.07  0.414
H: -6.02 -0.47 0.51  0.421
H: -3.65 -0.09 -0.08  0.504
H: -3.69 -1.88 -3.69  0.552
H: -3.90 -4.09 -2.56  0.466
H: 0.69 2.33 -2.72  0.511

---

4.
A 2-piece molecular cluster, C3H9N overall at a distorted geometry, computed with wB97M-V/def2-TZVPD.

Energy above the lowest of the compared OMol25 structures with the same formula, charge and spin = 108.0 kJ/mol
Frontier orbital gap = 9.35 eV
Total charge = 0
SMILES string = C=CN.C

Last column: Mulliken charge in e.
Cartesian coordinates (Å):
N: 1.41 -1.78 -2.45  -0.420
C: -2.23 0.87 3.87  -0.930
C: 1.17 0.59 -2.68  -0.831
C: 1.67 -0.48 -2.05  0.153
H: 0.94 -1.92 -3.33  0.174
H: -1.20 0.68 4.19  0.235
H: 1.47 -2.54 -1.80  0.183
H: 1.43 1.59 -2.41  0.262
H: 2.56 -0.39 -1.44  0.268
H: 0.33 0.39 -3.34  0.212
H: -2.56 1.63 4.58  0.239
H: -2.08 1.34 2.91  0.239
H: -2.89 0.02 3.95  0.217

---

5.
C13H17FeIN2 as an isolated structure at a distorted geometry, computed with wB97M-V/def2-TZVPD.

Energy above the lowest of the compared OMol25 structures with the same formula, charge and spin = 262.9 kJ/mol
Spin multiplicity = 5
Expectation value of S² = 6.09
Frontier orbital gap (alpha / beta) = 4.70 / 8.17 eV
Total charge = 0

Last column: Löwdin spin population.
Cartesian coordinates (Å):
I: 1.17 0.90 -3.17  0.039
Fe: -0.52 0.11 -1.35  2.896
N: -0.13 -1.13 0.12  0.183
N: -0.02 1.46 0.04  0.147
C: 0.69 3.11 2.19  0.074
C: 0.43 3.64 0.92  0.097
C: 0.13 -0.53 1.34  0.126
C: 0.29 -1.31 2.49  0.038
C: 0.23 0.91 1.29  0.124
C: -1.23 -1.19 -2.65  -0.097
C: 0.08 2.80 -0.13  0.027
C: -0.01 -3.29 1.16  0.099
C: -2.44 0.30 -1.20  0.025
C: 2.52 -0.04 -1.74  0.018
C: 0.59 1.73 2.36  0.036
C: -0.17 -2.49 0.04  0.035
C: 0.21 -2.70 2.41  0.075
H: -0.36 -2.91 -0.95  0.001
H: -2.65 1.09 -0.47  0.007
H: 0.96 3.75 3.02  0.003
H: -0.41 -1.76 -3.10  -0.002
H: -1.93 -1.92 -2.21  -0.003
H: 0.78 1.24 3.32  0.000
H: 2.61 0.60 -0.85  0.001
H: 0.51 4.71 0.73  0.006
H: -0.13 3.18 -1.13  0.000
H: -0.07 -4.37 1.04  0.006
H: 3.48 -0.08 -2.27  0.003
H: 0.32 -3.31 3.30  0.003
H: 2.20 -1.05 -1.47  0.002
H: 0.47 -0.79 3.43  0.001
H: -2.88 0.61 -2.17  0.017
H: -1.75 -0.67 -3.47  0.002
H: -2.95 -0.62 -0.87  0.010

---

6.
A 2-piece molecular cluster, CH6FN3 overall at a distorted geometry, computed with wB97M-V/def2-TZVPD.

Energy above the lowest of the compared OMol25 structures with the same formula, charge and spin = 98.0 kJ/mol
Frontier orbital gap = 9.81 eV
Total charge = 0

Last column: Mulliken charge in e.
Cartesian coordinates (Å):
F: -1.81 -0.07 -0.63  -0.762
N: 0.01 0.87 1.15  -0.641
N: 0.24 -1.28 0.34  -0.435
N: 0.82 0.46 -1.11  -0.493
C: 0.21 0.05 0.05  0.834
H: 0.70 1.44 -1.36  0.254
H: 0.66 -0.32 -1.78  0.234
H: -0.07 -2.06 -0.31  0.250
H: -0.88 0.56 1.51  0.290
H: 0.05 1.85 0.89  0.249
H: 0.08 -1.50 1.26  0.221

---

7.
A 14-piece molecular cluster, C40H62Cl16F18O12 overall at a distorted geometry, computed with wB97M-V/def2-TZVPD.

Frontier orbital gap = 10.41 eV
Total charge = 0

Last column: Mulliken charge in e.
Cartesian coordinates (Å):
Cl: -31.05 23.00 -3.07  -0.217
Cl: -29.76 20.24 -2.15  -0.210
Cl: -24.44 25.04 -9.77  -0.221
Cl: -23.30 21.28 -1.12  -0.141
Cl: -27.08 26.17 -2.97  -0.153
Cl: -29.59 16.02 -6.03  -0.219
Cl: -25.84 23.14 -2.17  0.002
Cl: -19.30 17.17 -2.69  -0.210
Cl: -22.14 24.17 -6.28  -0.110
Cl: -31.87 19.75 -9.09  -0.110
Cl: -19.40 18.61 -8.15  -0.152
Cl: -28.36 19.07 -5.64  0.318
Cl: -25.33 27.44 -6.64  -0.217
Cl: -20.79 21.00 -4.05  -0.073
Cl: -29.93 22.27 -9.84  0.166
Cl: -21.51 21.30 -8.72  -0.167
F: -32.21 25.74 -5.22  -0.256
F: -26.59 21.73 -15.74  -0.250
F: -27.84 23.55 -7.88  -0.326
F: -27.51 21.45 -8.37  0.466
F: -24.91 18.23 2.09  -0.231
F: -28.80 22.03 -6.76  -0.325
F: -24.45 18.61 -10.74  -0.215
F: -22.03 18.88 -5.64  0.045
F: -28.60 22.38 -15.62  -0.275
F: -30.88 27.32 -5.83  -0.292
F: -25.42 16.84 -11.60  -0.282
F: -24.38 16.13 2.07  -0.263
F: -28.13 20.31 -15.13  -0.229
F: -22.38 17.55 -7.34  -0.198
F: -21.07 16.92 -5.76  -0.249
F: -26.43 16.70 2.51  -0.246
F: -30.07 25.50 -4.99  -0.157
F: -24.96 16.93 -9.49  -0.195
O: -26.45 23.13 -5.53  -0.486
O: -30.35 26.14 -8.05  -0.323
O: -24.30 16.50 -5.99  -0.121
O: -25.65 21.34 -6.64  0.303
O: -23.41 17.07 -4.03  -0.610
O: -27.63 18.13 -11.19  -0.276
O: -25.24 17.90 -0.44  -0.299
O: -26.92 18.80 -9.19  -0.376
O: -28.46 21.78 -12.79  -0.538
O: -26.41 22.48 -13.24  -0.403
O: -26.16 15.87 -0.16  -0.525
O: -31.29 24.24 -7.36  -0.491
C: -25.93 22.01 -10.89  0.696
C: -22.19 17.60 -6.02  0.882
C: -19.03 20.35 -8.03  -0.613
C: -27.67 22.32 -7.40  0.974
C: -29.37 17.17 -7.35  0.464
C: -31.03 25.98 -5.76  0.739
C: -29.54 18.60 -6.91  -0.393
C: -20.35 18.61 -2.88  0.175
C: -32.41 21.24 -9.93  -0.665
C: -23.37 17.03 -5.23  0.075
C: -26.75 18.27 -10.25  0.469
C: -22.80 25.10 -7.66  -0.508
C: -25.25 17.81 -1.85  -0.231
C: -25.37 17.02 1.77  0.832
C: -23.97 24.30 -8.23  0.930
C: -24.53 20.55 -4.64  0.768
C: -25.37 15.76 -5.39  0.244
C: -25.94 26.07 -4.32  0.236
C: -23.10 22.72 -2.18  0.464
C: -24.41 21.35 -5.93  0.831
C: -19.69 19.60 -3.83  -0.666
C: -26.33 23.04 -11.94  -0.222
C: -27.71 21.56 -15.06  0.809
C: -31.30 25.65 -10.20  -1.242
C: -25.68 16.87 0.27  0.394
C: -26.53 22.30 -6.38  -0.749
C: -26.32 18.78 -2.36  -0.267
C: -31.36 21.88 -10.80  -0.649
C: -28.81 21.44 -3.08  1.156
C: -20.22 21.16 -7.50  0.213
C: -30.92 25.36 -7.16  0.477
C: -28.96 18.68 -11.03  1.128
C: -26.26 15.24 -6.48  -1.076
C: -25.36 17.65 -10.54  0.732
C: -24.18 23.72 -1.88  -0.707
C: -30.04 25.65 -9.36  0.789
C: -29.61 18.62 -12.39  -1.496
C: -26.52 26.58 -5.64  0.200
C: -27.57 21.95 -13.57  0.429
C: -29.30 22.83 -2.78  0.208
H: -31.08 21.19 -11.60  0.049
H: -24.27 18.05 -2.27  -0.047
H: -19.95 22.19 -7.29  0.433
H: -25.92 16.54 -4.85  -0.151
H: -24.03 24.60 -2.50  0.169
H: -26.04 19.79 -2.06  0.153
H: -26.45 16.01 -7.23  -0.110
H: -26.98 25.76 -6.19  -0.335
H: -32.86 21.91 -9.19  0.302
H: -29.49 24.72 -9.42  -0.494
H: -25.06 15.01 -4.66  0.386
H: -29.98 16.85 -8.19  0.388
H: -25.03 19.59 -4.81  -0.269
H: -22.07 25.19 -8.46  0.398
H: -31.15 25.35 -11.24  0.373
H: -25.12 21.34 -11.18  0.502
H: -26.78 21.33 -10.80  -0.639
H: -27.24 27.34 -5.35  0.394
H: -22.11 23.14 -2.03  0.527
H: -18.28 20.44 -7.25  0.349
H: -29.02 21.16 -4.11  -0.628
H: -21.33 18.30 -3.23  -0.399
H: -25.81 22.38 -9.87  -0.551
H: -24.12 24.04 -0.84  0.471
H: -31.81 26.61 -10.18  0.372
H: -33.24 20.96 -10.58  0.443
H: -28.84 19.73 -10.74  -0.266
H: -23.73 20.90 -6.66  -0.330
H: -25.54 16.81 -2.18  0.537
H: -27.19 14.89 -6.04  0.422
H: -26.40 18.74 -3.45  -0.337
H: -31.76 22.77 -11.28  0.438
H: -25.68 23.91 -11.95  0.298
H: -23.56 20.42 -4.16  -0.144
H: -18.81 19.95 -3.30  0.517
H: -25.02 26.64 -4.16  0.488
H: -29.16 23.02 -1.71  0.455
H: -27.76 21.32 -2.84  -0.518
H: -24.04 22.36 -5.77  -0.456
H: -28.75 23.59 -3.34  -0.237
H: -29.31 26.37 -9.73  0.297
H: -27.30 23.38 -11.58  0.238
H: -25.14 21.08 -3.91  -0.208
H: -30.67 18.89 -12.39  0.364
H: -28.34 17.08 -7.71  -0.634
H: -29.45 18.08 -10.27  -0.210
H: -18.76 20.66 -9.03  0.418
H: -29.07 19.23 -13.11  0.129
H: -23.75 23.24 -8.41  -0.130
H: -19.44 19.21 -4.81  0.259
H: -29.27 19.34 -7.65  -0.423
H: -23.18 22.29 -3.18  -0.778
H: -32.03 24.94 -9.79  0.228
H: -20.38 19.04 -1.88  0.418
H: -30.56 18.77 -6.57  0.573
H: -24.89 24.31 -7.65  -0.540
H: -29.60 17.58 -12.75  0.519
H: -23.13 26.05 -7.27  0.205
H: -27.28 18.48 -1.94  0.543
H: -25.54 25.06 -4.43  -0.546
H: -25.74 14.42 -6.98  0.404
H: -20.74 20.70 -6.67  -0.571

---

8.
C54H53I2N3O9Tl as an isolated structure at a distorted geometry, computed with wB97M-V/def2-TZVPD.

Energy above the lowest of the compared OMol25 structures with the same formula, charge and spin = 123.6 kJ/mol
Frontier orbital gap = 7.29 eV
Total charge = -1

Last column: Mulliken charge in e.
Cartesian coordinates (Å):
Tl: 10.30 12.64 14.16  2.341
I: 15.20 6.95 15.62  0.002
I: 12.46 12.14 17.58  -0.030
O: 8.42 13.77 16.45  -0.645
O: 7.44 11.82 14.83  -0.966
O: 8.67 12.88 12.70  0.105
O: 10.67 12.02 9.38  -0.225
O: 12.51 14.61 13.15  -0.800
O: 7.37 6.41 15.46  -0.546
O: 11.30 11.20 12.92  -1.304
O: 10.34 11.00 15.72  -0.611
O: 10.00 14.19 9.66  -0.288
N: 9.49 14.02 15.63  0.301
N: 11.62 14.53 14.01  0.588
N: 10.00 8.49 14.77  0.788
C: 9.42 13.02 7.62  -1.471
C: 14.47 9.46 11.48  -0.850
C: 7.75 7.16 16.31  -0.676
C: 7.11 12.14 10.49  -0.173
C: 10.92 12.35 10.75  -1.029
C: 10.08 13.69 11.00  -0.584
C: 8.96 7.08 17.19  1.095
C: 10.96 10.99 11.62  2.910
C: 9.92 7.38 14.03  -0.088
C: 12.36 7.97 15.15  1.115
C: 7.10 14.50 9.72  -0.386
C: 12.22 10.19 11.05  0.293
C: 13.40 8.83 9.49  -1.165
C: 11.76 13.77 7.91  -2.107
C: 12.12 6.74 14.41  -0.777
C: 8.61 17.53 12.58  -0.752
C: 6.60 16.42 13.37  -0.817
C: 10.25 15.04 15.87  0.127
C: 9.10 16.36 12.06  -0.003
C: 11.35 6.99 18.68  -0.172
C: 14.49 8.80 10.29  -0.667
C: 8.90 10.00 12.53  0.727
C: 10.80 5.83 18.07  -0.668
C: 9.66 10.16 11.40  0.729
C: 7.10 15.27 12.77  -0.734
C: 7.59 13.46 10.56  0.994
C: 12.24 9.53 9.85  -0.179
C: 10.53 13.26 8.70  1.394
C: 11.31 10.12 15.84  -0.715
C: 6.11 11.89 9.54  -1.371
C: 8.37 15.18 12.19  0.251
C: 5.70 12.85 8.63  -0.784
C: 6.20 14.14 8.73  -0.731
C: 7.39 17.57 13.22  -0.508
C: 9.90 15.95 17.00  -1.953
C: 7.73 9.27 12.48  -1.166
C: 13.57 8.28 15.82  -0.364
C: 12.49 10.38 16.50  0.228
C: 7.20 8.89 11.28  -0.950
C: 12.76 6.86 19.39  -1.650
C: 10.94 6.44 13.85  -2.058
C: 8.65 13.74 11.64  1.501
C: 11.96 16.74 14.95  -2.154
C: 9.43 8.17 17.88  1.560
C: 9.17 4.56 16.73  -1.433
C: 13.57 9.48 16.50  0.094
C: 9.66 5.81 17.32  0.973
C: 13.36 10.18 11.86  -0.523
C: 10.57 8.11 18.65  -0.378
C: 11.34 15.41 14.94  0.919
C: 9.15 9.80 10.16  0.586
C: 8.76 9.53 17.91  -1.995
C: 7.89 9.14 10.09  -1.520
C: 11.23 8.77 15.30  0.177
H: 12.64 16.78 14.15  0.509
H: 8.13 4.27 17.02  0.266
H: 9.22 4.59 15.64  0.246
H: 11.52 14.76 7.59  0.475
H: 7.63 12.18 13.93  0.378
H: 10.77 16.54 17.32  0.424
H: 8.06 11.02 14.85  0.104
H: 8.00 13.00 15.92  0.532
H: 6.56 14.34 12.80  0.314
H: 10.08 16.34 11.63  0.462
H: 9.72 10.03 9.27  0.242
H: 14.56 9.73 16.97  0.320
H: 8.96 10.12 16.98  0.206
H: 11.38 9.52 9.24  0.290
H: 13.19 7.80 19.72  0.336
H: 8.62 12.49 8.10  0.208
H: 9.32 10.20 13.50  -0.369
H: 9.82 3.76 17.02  0.459
H: 12.57 16.92 15.89  0.399
H: 5.94 14.93 8.04  0.387
H: 7.71 9.44 18.03  0.482
H: 6.28 8.31 11.24  0.416
H: 9.37 15.46 17.82  0.450
H: 7.12 9.01 13.34  0.222
H: 8.97 13.98 7.24  0.284
H: 7.48 8.88 9.11  0.321
H: 9.25 18.40 12.49  0.484
H: 9.27 16.70 16.58  0.319
H: 13.44 8.22 8.56  0.339
H: 15.31 9.41 12.20  0.393
H: 15.30 8.17 9.99  0.393
H: 13.32 10.67 12.88  0.138
H: 8.95 7.18 13.60  0.430
H: 5.64 16.45 13.90  0.441
H: 7.46 11.26 11.08  0.318
H: 11.99 12.64 10.76  0.247
H: 7.21 8.10 16.36  0.370
H: 12.63 13.90 8.53  0.430
H: 7.50 15.51 9.73  0.364
H: 9.84 12.48 6.79  0.520
H: 5.69 10.91 9.45  0.480
H: 4.97 12.55 7.87  0.355
H: 12.74 6.12 20.27  0.326
H: 11.99 13.19 7.00  0.357
H: 7.00 18.56 13.58  0.249
H: 12.95 6.05 14.51  0.156
H: 13.36 6.35 18.65  0.371
H: 9.26 10.13 18.68  0.411
H: 10.82 9.02 19.19  0.250
H: 10.79 14.33 11.58  0.534
H: 10.75 5.49 13.42  0.621
H: 11.37 4.88 18.06  0.251
H: 11.27 17.61 14.87  0.257

---

Number 1: total energy -1900.1616 a.u.. Number 2: total energy -246.2315 a.u.. Number 3: total energy -4594.0592 a.u.. Number 4: total energy -174.4119 a.u.. Number 5: total energy -2176.3603 a.u.. Number 6: total energy -305.8116 a.u.. Number 7: total energy -11625.0482 a.u.. Number 8: total energy -3698.7237 a.u..